{
  "formula": "C5H12O3P2",
  "method": "wB97M-V/def2-TZVPD",
  "spin_multiplicity": 1,
  "homo_energy_ev": -8.10,
  "max_force_ev_per_a": 3.66,
  "e_above_lowest_ev": 0.000,
  "elements": ["C", "C", "C", "C", "C", "O", "O", "O", "P", "P", "H", "H", "H", "H", "H", "H", "H", "H", "H", "H", "H", "H"],
  "positions_angstrom": [[0.5600, -2.9104, -0.5960], [-0.2131, 3.0088, 0.9264], [1.1814, -1.5611, -0.2992], [1.1778, 2.2798, 0.7243], [-4.0043, -0.6232, -0.5830], [-1.2833, 0.2523, -1.1720], [1.2964, -0.7982, -1.4915], [1.2737, 1.1631, -0.0652], [-2.3596, -0.4624, -0.1601], [0.8036, 0.7352, -1.5082], [1.0711, -3.3092, -1.5431], [0.6491, -3.4991, 0.2929], [-0.5170, -2.9159, -0.7501], [-1.0819, 2.3829, 0.7986], [-0.2003, 3.5611, 1.8465], [-0.2745, 3.6178, 0.0378], [2.1107, -1.6742, 0.0997], [0.5521, -0.9959, 0.2721], [1.4975, 1.8012, 1.7046], [1.8998, 3.0402, 0.3819], [-4.5855, -1.1456, 0.1812], [-4.5895, -0.1958, -1.4137]],
  "forces_ev_per_a": [[0.497, 0.018, -1.678], [1.422, -1.208, -1.947], [-1.984, -1.460, -2.042], [-0.363, 1.214, 3.438], [1.497, 1.030, -0.516], [0.160, 0.187, 0.145], [-0.052, 1.918, -1.303], [-0.466, -1.713, -1.747], [0.077, -0.151, -0.245], [-2.042, -1.836, 0.061], [-0.694, 0.028, 1.646], [0.660, -0.839, 0.316], [-0.028, 0.589, -0.389], [-0.112, -0.660, 0.606], [-0.059, 0.297, 0.233], [-0.234, 0.973, 0.039], [2.629, -0.191, 1.249], [-1.466, 1.019, 2.360], [-0.155, 1.377, -0.764], [-0.101, -0.367, 0.307], [0.334, 0.118, -0.067], [0.481, -0.342, 0.297]],
  "mulliken_charge": [-1.15, -0.95, -0.06, -0.21, -0.71, -0.45, -0.25, -0.14, 0.08, 0.37, 0.27, 0.37, 0.23, 0.22, 0.34, 0.34, 0.37, 0.33, 0.26, 0.24, 0.25, 0.26]
}